No. 1
Below is an isolated molecule of C21H25N3O4, with properties calculated with wB97M-V/def2-TZVPD.

Its HOMO-LUMO gap is 0.3197 Ha. The energy above the lowest of the compared OMol25 structures with the same formula, charge and spin is 174.30 kJ/mol. As for the SMILES: COc1ccc(NC(=O)[C@H]2CCCN(C(=O)Nc3cccc(OC)c3)C2)cc1. The value obtained for the HOMO energy is -7.95 eV. The largest force on an atom is 0.74 eV/Å.

Element x y z (Å)
C1 6.51323 2.86039 -0.82316
O1 6.37113 1.65793 -0.10585
C2 5.12506 1.28040 0.29072
C3 5.05216 0.08345 1.00584
C4 3.83995 -0.39246 1.45660
C5 2.66971 0.31227 1.18953
N1 1.42035 -0.14974 1.66171
C6 0.71288 -1.23666 1.27492
O2 -0.38420 -1.45297 1.75305
C7 1.35160 -2.11133 0.19898
C8 0.67506 -3.48423 0.09201
C9 -0.76796 -3.37509 -0.40773
C10 -0.82359 -2.52127 -1.67663
N2 -0.19347 -1.23524 -1.46730
C11 -0.80965 -0.09482 -1.00738
O3 -0.17355 0.92579 -0.82168
N3 -2.17036 -0.18848 -0.84465
C12 -3.03963 0.84433 -0.48788
C13 -2.74469 2.18350 -0.70624
C14 -3.67641 3.14730 -0.35993
C15 -4.89207 2.79989 0.19010
C16 -5.19514 1.45519 0.40810
O4 -6.41897 1.20302 0.95615
C17 -6.77137 -0.12899 1.23286
C18 -4.26854 0.48255 0.06556
C19 1.21012 -1.37481 -1.14722
C20 2.74047 1.50938 0.49022
C21 3.95642 1.99286 0.04092
H1 5.96378 2.83162 -1.76951
H2 6.18001 3.72125 -0.23476
H3 7.57824 2.95607 -1.02849
H4 5.96743 -0.45107 1.20428
H5 3.79910 -1.30517 2.03232
H6 0.87445 0.52007 2.19035
H7 2.41256 -2.24123 0.42003
H8 1.25584 -4.09950 -0.60076
H9 0.68164 -3.97155 1.06837
H10 -1.36920 -2.91516 0.37637
H11 -1.16506 -4.37064 -0.61383
H12 -0.25863 -3.01882 -2.47461
H13 -1.84578 -2.39387 -2.03744
H14 -2.54511 -1.11139 -0.68839
H15 -1.79492 2.46045 -1.12873
H16 -3.44659 4.18895 -0.52690
H17 -5.62363 3.54342 0.46180
H18 -7.76199 -0.08496 1.68313
H19 -6.81833 -0.73221 0.31957
H20 -6.07446 -0.59198 1.93933
H21 -4.47684 -0.56511 0.22567
H22 1.69914 -1.95003 -1.93900
H23 1.65438 -0.38005 -1.10182
H24 1.82884 2.04582 0.27552
H25 3.97660 2.92291 -0.50405

Atom charges from the Löwdin analysis, given in e for atoms 1 to 2: -0.09, -0.08



No. 2
Below is an isolated molecule of C21H25NO5 at a distorted geometry, with properties calculated with wB97M-V/def2-TZVPD.

Its HOMO-LUMO gap is 0.3146 Ha. The energy above the lowest of the compared OMol25 structures with the same formula, charge and spin is 443.27 kJ/mol. As for the SMILES: COc1cc(-c2noc(C)c2C#CC2(O)CCCCC2)cc(OC)c1OC. The value obtained for the HOMO energy is -7.84 eV. The largest force on an atom is 1.23 eV/Å.

Element x y z (Å)
C1 -4.77205 -1.73765 1.82668
O1 -4.48023 -0.51482 1.19663
C2 -3.28852 -0.39524 0.54988
C3 -2.33128 -1.38898 0.47581
C4 -1.14190 -1.15592 -0.20903
C5 -0.14500 -2.21029 -0.28222
N1 -0.47442 -3.47900 -0.26707
O2 0.66624 -4.20883 -0.35538
C6 1.72331 -3.38459 -0.41542
C7 3.08946 -3.94923 -0.50869
C8 1.28108 -2.08330 -0.37383
C9 2.07526 -0.92705 -0.32636
C10 2.76946 0.04796 -0.20756
C11 3.64046 1.20566 -0.05753
O3 4.70810 1.03525 -0.98217
C12 4.17052 1.25536 1.38896
C13 3.03373 1.46456 2.38480
C14 2.26759 2.74566 2.06781
C15 1.72260 2.69630 0.64356
C16 2.86104 2.50004 -0.35356
C17 -0.92606 0.06527 -0.83072
C18 -1.88796 1.06867 -0.78290
O4 -1.71217 2.28613 -1.39747
C19 -0.70290 2.40257 -2.37045
C20 -3.08305 0.85143 -0.08242
O5 -4.10660 1.73214 0.09642
C21 -4.26465 2.84359 -0.75440
H1 -5.76315 -1.61318 2.26022
H2 -4.78985 -2.56643 1.11153
H3 -4.05456 -1.96261 2.62261
H4 -2.47534 -2.35346 0.93105
H5 3.16080 -4.62162 -1.36222
H6 3.80564 -3.13964 -0.61983
H7 3.32382 -4.52044 0.38897
H8 5.31640 1.77578 -0.88216
H9 4.88589 2.08028 1.46687
H10 4.70044 0.32495 1.60402
H11 3.44112 1.51214 3.39673
H12 2.35119 0.61347 2.33356
H13 1.44440 2.86844 2.77347
H14 2.93314 3.60632 2.17561
H15 1.18936 3.62145 0.41439
H16 1.01564 1.86752 0.56019
H17 3.55497 3.34430 -0.28964
H18 2.48372 2.45660 -1.37830
H19 -0.00204 0.22331 -1.36180
H20 -0.85920 3.37540 -2.83549
H21 0.29515 2.37461 -1.92530
H22 -0.78404 1.61871 -3.12990
H23 -3.48818 3.59448 -0.59384
H24 -5.23679 3.26206 -0.49310
H25 -4.26875 2.54939 -1.80698

Atom charges from the Löwdin analysis, given in e for atoms 1 to 2: -0.08, -0.06



No. 3
Below is a structure of composition C21H25ORuTe at a distorted geometry, with properties calculated with wB97M-V/def2-TZVPD.

Its HOMO-LUMO gap (alpha / beta) is 0.0667 / 0.1927 Ha. The expectation value of S² is 8.790. The spin multiplicity is 6. The value obtained for the HOMO energy (alpha / beta) is 2.58 / -0.84 eV. The total charge is -2. The largest force on an atom is 2.95 eV/Å.

Element x y z (Å)
Ru1 -0.53784 -0.21431 -0.19698
C1 -1.93930 0.93487 0.74533
C2 -1.06194 1.32271 1.82373
C3 -0.20530 2.34897 1.34912
H1 -1.11795 0.93680 2.83807
C4 -0.47288 2.58585 -0.01177
C5 -1.50700 1.68370 -0.44599
H2 -2.07134 1.77860 -1.37077
H3 -2.89094 0.42076 0.83432
H4 0.50849 2.89636 1.96254
H5 -0.06802 3.39967 -0.60898
C6 -1.01916 -2.31528 -0.95910
C7 -1.87690 -1.21821 -1.36654
C8 -1.15341 -0.47069 -2.38435
H6 -2.91897 -1.09426 -1.09769
C9 0.03204 -1.20652 -2.69855
C10 0.13868 -2.29331 -1.80964
H7 0.94949 -3.01717 -1.77858
H8 -1.27364 -3.07534 -0.22604
H9 -1.52444 0.40161 -2.91834
H10 0.68559 -1.00027 -3.54051
O1 1.73770 0.58836 -1.31148
C11 2.45153 1.35729 -2.29495
C12 3.65823 1.53863 -1.35390
C13 1.77072 2.63435 -2.70473
C14 2.82021 0.51799 -3.49528
C15 2.94751 0.52770 -0.47524
H11 3.69537 2.53251 -0.90322
H12 4.60778 1.20566 -1.76689
H13 3.36174 -0.48841 -0.51424
H14 2.72179 0.85456 0.54357
H15 2.51651 3.27419 -3.18912
H16 1.35391 3.16462 -1.84713
H17 0.98615 2.40445 -3.43248
H18 3.68762 0.98323 -3.97803
H19 1.99244 0.51087 -4.21370
H20 3.07520 -0.50158 -3.18325
Te1 0.61468 -1.44551 1.68133
C16 -1.03888 -1.82909 2.97244
C17 -0.78435 -1.70479 4.35226
C18 -1.83167 -1.90223 5.26011
C19 -3.11787 -2.21040 4.79566
C20 -3.36541 -2.31130 3.42169
C21 -2.32542 -2.13343 2.50013
H21 0.22271 -1.44461 4.67849
H22 -1.63642 -1.81485 6.33001
H23 -3.92829 -2.37019 5.50802
H24 -4.36824 -2.52560 3.05340
H25 -2.50052 -2.21692 1.42726

Atom charges from the Löwdin analysis, given in e for atoms 1 to 2: 0.90, -0.36



No. 4
Below is a structure of composition C21H25OSeTi at a distorted geometry, with properties calculated with wB97M-V/def2-TZVPD.

Its HOMO-LUMO gap (alpha / beta) is 0.1177 / 0.1019 Ha. The value obtained for the HOMO energy (alpha / beta) is -0.75 / -0.28 eV. The total charge is -1. The largest force on an atom is 1.87 eV/Å.

Element x y z (Å)
Ti1 0.26582 -0.29296 0.05981
C1 0.93113 -1.88740 1.69855
C2 -0.49747 -1.87059 1.69887
C3 -0.95166 -2.28290 0.40552
H1 -1.12243 -1.70380 2.57146
C4 0.20034 -2.59652 -0.39080
C5 1.36239 -2.35690 0.41069
H2 2.38648 -2.58599 0.11633
H3 1.56631 -1.66265 2.55736
H4 -1.99197 -2.42472 0.11483
H5 0.19169 -3.03752 -1.38789
C6 1.71442 1.41650 0.88806
C7 2.52460 0.29132 0.54221
C8 2.40871 0.07421 -0.87454
H6 3.18667 -0.24147 1.22435
C9 1.54658 1.08387 -1.39855
C10 1.09936 1.90426 -0.31170
H7 0.47137 2.78828 -0.40113
H8 1.65365 1.87625 1.87066
H9 2.93189 -0.67200 -1.47107
H10 1.35964 1.26077 -2.45645
O1 -0.72060 -0.16603 -1.48595
C11 -0.53864 -0.02879 -4.23285
C12 -1.82385 0.16279 -3.56354
C13 -0.03377 -1.37599 -4.49695
C14 0.08745 1.11488 -4.91983
C15 -1.61826 0.71104 -2.14409
H11 -2.35546 -0.79656 -3.48503
H12 -2.44096 0.88417 -4.11286
H13 -1.19364 1.72769 -2.17963
H14 -2.56613 0.75836 -1.59123
H15 -0.52354 -1.82951 -5.38035
H16 -0.20542 -2.04809 -3.64396
H17 1.04509 -1.35334 -4.71581
H18 -0.34559 1.28306 -5.92531
H19 1.16359 0.94046 -5.07846
H20 -0.03461 2.05678 -4.36435
Se1 -1.46661 1.08433 1.50700
C16 -1.05678 1.00329 3.34645
C17 -1.75938 0.10694 4.18474
C18 -1.41824 -0.02228 5.52821
C19 -0.40229 0.77488 6.07798
C20 0.25594 1.71373 5.26890
C21 -0.08359 1.84912 3.92420
H21 -2.55673 -0.49835 3.75289
H22 -1.94776 -0.74849 6.14681
H23 -0.13365 0.67048 7.12847
H24 1.03734 2.34766 5.68983
H25 0.39857 2.59772 3.29814

Atom charges from the Löwdin analysis, given in e for atoms 1 to 2: 0.67, -0.17



No. 5
Below is an isolated molecule of C21H26BClFIO3, with properties calculated with wB97M-V/def2-TZVPD.

Its HOMO-LUMO gap is 0.2878 Ha. As for the SMILES: CC[C@@H](C)c1cc(I)c2c(c1C[C@@H](C)Cl)C(=O)C(C[C@H](C)F)=C(B(C)O)C2=O. The value obtained for the HOMO energy is -9.03 eV. The largest force on an atom is 1.00 eV/Å.

Element x y z (Å)
C1 1.25111 -5.58402 1.64839
C2 0.55493 -4.65345 0.63175
C3 1.49071 -3.49727 0.24105
C4 2.51431 -3.99597 -0.82948
C5 0.74282 -2.31664 -0.33135
C6 -0.10144 -2.59591 -1.41216
C7 -0.82891 -1.61121 -2.06114
I1 -2.03316 -2.24415 -3.66011
C8 -0.72847 -0.28329 -1.63064
C9 0.09369 0.01101 -0.52567
C10 0.83564 -0.99404 0.14576
C11 1.69198 -0.68342 1.35550
C12 0.79984 -0.28407 2.54456
C13 0.35627 -1.49081 3.38264
Cl1 1.63581 0.91659 3.59617
C14 0.17869 1.44658 -0.11486
O1 1.11942 1.90187 0.48511
C15 -0.94296 2.35261 -0.48476
C16 -1.08537 3.60037 0.34749
C17 -0.39964 4.81924 -0.27408
C18 1.03736 5.00671 0.13542
F1 -1.11766 5.96123 0.05933
C19 -1.74029 2.05307 -1.51661
B1 -2.96296 2.95926 -1.97790
C20 -2.82247 4.37027 -2.62980
O2 -4.22628 2.45021 -1.75358
C21 -1.44855 0.83469 -2.29556
O3 -1.78397 0.80103 -3.45303
H1 1.09535 -6.63413 1.42526
H2 2.32754 -5.42065 1.63409
H3 0.93583 -5.35739 2.66305
H4 -0.38718 -4.30207 1.04547
H5 0.34333 -5.26856 -0.23865
H6 2.08494 -3.25480 1.11118
H7 3.44433 -4.30351 -0.36397
H8 2.08404 -4.77752 -1.44821
H9 2.73973 -3.16904 -1.49893
H10 -0.19190 -3.61231 -1.76495
H11 2.26334 -1.54275 1.67096
H12 2.36747 0.13532 1.15673
H13 -0.09568 0.21999 2.20764
H14 -0.72196 -1.61631 3.30091
H15 0.81084 -2.41919 3.04575
H16 0.56185 -1.34587 4.43605
H17 -2.13616 3.81066 0.53534
H18 -0.63549 3.39782 1.31811
H19 -0.41994 4.69413 -1.35674
H20 1.19031 4.86102 1.20196
H21 1.69072 4.31070 -0.38002
H22 1.37779 6.00720 -0.11915
H23 -1.95707 4.46275 -3.27994
H24 -3.71870 4.55573 -3.22185
H25 -2.80121 5.14661 -1.86466
H26 -4.33256 2.17168 -0.83787

Atom charges from the Löwdin analysis, given in e for atoms 1 to 2: -0.09, -0.22



Among the records above, which one has the lowest largest force on an atom?
C21H25N3O4